ORCA calculation (the ωB97M-V functional and the def2-TZVPD basis) on C17H25ClN2ReS as an isolated structure.

```
47
Properties=species:S:1:pos:R:3:forces:R:3
C 0.363 0.043 -5.139 0.1 0.2 -1.7
C 1.759 0.603 -5.460 0.0 0.0 0.6
C 0.144 -1.314 -5.828 0.0 -0.1 0.5
C -0.732 1.046 -5.536 -0.1 0.0 0.5
Cl 0.257 -0.220 -3.305 0.0 0.0 0.0
H 0.184 -1.231 -6.923 0.0 0.2 0.4
H -0.832 -1.730 -5.553 0.1 0.1 -0.1
H 0.909 -2.032 -5.513 -0.1 0.1 -0.1
H 1.891 0.788 -6.536 -0.3 -0.2 0.3
H 2.538 -0.097 -5.137 -0.1 0.1 -0.1
H 1.923 1.547 -4.931 -0.1 -0.1 -0.1
H -0.733 1.248 -6.617 0.2 -0.2 0.3
H -0.586 1.997 -5.012 0.0 -0.1 -0.1
H -1.720 0.664 -5.260 0.1 0.0 -0.1
C 1.751 -1.748 2.142 0.1 0.6 -0.9
C 0.977 -2.610 1.295 0.8 0.3 -0.6
C 1.094 -2.121 -0.069 1.4 -0.1 0.3
H 0.473 -3.521 1.613 0.2 0.3 -0.2
C 1.878 -0.890 -0.030 0.3 -1.1 0.8
C 2.297 -0.690 1.343 0.3 -1.0 -0.5
H 2.960 0.087 1.689 -0.2 0.0 0.0
H 1.923 -1.900 3.202 -0.2 0.2 -0.1
H 0.741 -2.625 -0.961 0.1 0.1 0.2
H 2.129 -0.267 -0.879 0.0 -0.1 0.0
C -2.013 0.451 0.995 -0.8 -0.4 0.0
C -2.022 -0.718 1.852 -1.7 0.1 -0.8
C -1.837 -1.883 1.012 -1.4 0.1 0.4
H -2.171 -0.708 2.925 0.0 -0.2 -0.1
C -1.616 -1.429 -0.337 -1.5 0.1 -0.3
C -1.759 0.006 -0.348 -1.0 -0.1 0.0
H -1.729 0.633 -1.240 0.3 -0.2 0.3
H -2.178 1.478 1.299 0.1 -0.2 -0.1
H -1.920 -2.915 1.361 0.3 0.4 -0.2
H -1.401 -2.055 -1.201 -0.2 0.2 0.2
Re -0.105 -0.643 0.929 3.2 0.6 1.0
S 0.701 1.676 2.135 -0.1 0.0 0.7
C 0.166 1.654 3.773 0.2 0.8 1.0
N 0.964 1.935 4.827 -0.4 -0.3 -1.4
C 0.210 2.170 6.051 0.4 0.3 0.6
C -1.222 1.821 5.638 -0.6 -0.2 0.8
N -1.091 1.518 4.225 -0.3 -0.3 -1.4
H 1.937 2.170 4.704 -0.1 0.0 0.0
H 0.294 3.215 6.378 0.1 -0.3 -0.1
H 0.588 1.525 6.849 -0.1 0.1 -0.1
H -1.921 2.653 5.797 0.2 -0.3 -0.1
H -1.572 0.944 6.198 -0.1 0.2 -0.2
H -1.892 1.476 3.585 0.8 0.2 0.6
```
Positions in Å, forces in eV/Å.

## Properties
Multiplicity: 4
Maximum force (eV/Å): 3.4
Energy relative to the best compared isomer or geometry (same formula, charge and spin) (kcal/mol): 0.0
Net charge: +2
Gap between HOMO and LUMO (spin up / spin down) (eV): 7.38 / 6.06